No. 1
This record from the Open Molecules 2025 dataset describes a structure of composition C18H28N4OS2 at a distorted geometry. The level of theory is ωB97M-V/def2-TZVPD.

Values from the calculation:
Energy above the lowest of the compared OMol25 structures with the same formula, charge and spin, eV: 0.0000
E_HOMO, eV: -8.02
LUMO level, eV: 0.33

The geometry in XYZ format:
```
53
C18H28N4OS2 | the Open Molecules 2025 dataset | ωB97M-V/def2-TZVPD
C -2.6300 -4.9599 -1.1104
C -2.8859 -4.7121 0.2512
H -2.0516 -4.8575 0.8886
H -3.8769 -5.2845 0.5231
S -3.4245 -3.1246 0.4069
C -1.9146 -2.3246 0.6696
N -0.9028 -3.1551 0.6274
C 0.3345 -2.3856 0.3764
C 0.4809 -1.0012 0.5876
C -0.6343 -0.3495 0.8777
N -1.9026 -0.7311 0.8496
N -0.7988 1.1056 1.0843
H 0.1882 1.3430 1.0089
C -1.9082 1.8323 1.3516
H -1.7280 2.6548 1.7215
H -2.7001 1.1102 2.0213
C -2.5378 1.8670 0.0010
N -3.8573 2.6994 0.1896
C -4.6800 2.5420 -0.9872
H -5.7476 2.9979 -0.5856
H -4.4978 2.7279 -2.0210
H -5.0907 1.4582 -0.7608
C -3.6227 4.2952 0.2736
H -3.0059 4.4441 1.2185
H -4.5741 4.8320 0.1813
H -3.1113 4.6442 -0.7114
H -2.7723 0.8771 -0.5126
H -1.8217 2.7330 -0.7292
C 1.8373 -0.6991 0.7540
C 2.7586 -1.7782 0.5491
S 1.8773 -3.1380 0.2678
C 4.1793 -1.6880 0.2794
O 4.7191 -0.3517 0.7914
C 3.9481 0.6013 0.2395
C 4.6594 1.8660 0.8847
H 4.8187 1.9919 1.9921
H 5.7214 2.0177 0.2974
H 4.1471 2.8715 0.9472
C 4.0528 0.8920 -1.2627
C 2.9243 0.2460 -2.0425
H 2.1066 0.3548 -1.7415
H 2.9561 -0.8877 -1.7876
H 3.1290 0.3132 -3.1535
H 3.9614 1.7701 -1.4967
H 4.9664 0.5691 -1.6285
C 2.6653 0.6443 0.7461
H 2.5760 0.9074 1.8520
H 2.0718 1.2895 0.2134
H 4.5885 -1.8484 -0.7065
H 4.5366 -2.2950 1.1652
H -1.7549 -4.3605 -1.5047
H -3.4664 -4.6067 -1.9029
H -2.3059 -5.9600 -1.4438
```

Löwdin atomic charge list, values in e, 8 entries:
1. C -0.259
2. C -0.670
3. H 0.063
4. H 0.122
5. S 0.987
6. C -0.538
7. N 0.014
8. C -0.402

No. 2
This record from the Open Molecules 2025 dataset describes a structure of composition C18H28N5OPbS2 at a distorted geometry. The level of theory is ωB97M-V/def2-TZVPD.

Values from the calculation:
Total charge: +1
Energy above the lowest of the compared OMol25 structures with the same formula, charge and spin, eV: 0.0300
E_HOMO, eV: -10.49
LUMO level, eV: -2.34

The geometry in XYZ format:
```
55
C18H28N5OPbS2 | the Open Molecules 2025 dataset | ωB97M-V/def2-TZVPD
Pb 0.5823 0.0771 -0.2294
C -3.1065 1.1495 -1.5016
C -2.0392 2.2478 -1.2669
N -0.6977 1.8575 -1.7294
C 0.2186 2.9430 -2.1128
C 0.7967 3.6001 -0.8459
N 1.5295 2.6532 -0.0458
C 1.8048 2.9689 1.3523
C 0.6681 3.1026 2.3512
C -0.5945 2.2312 2.2377
N -0.3301 0.8265 2.1952
C -1.4772 -0.0237 2.5090
C -2.4416 -0.0851 1.3553
N -1.8652 -0.5018 0.0512
C -2.8480 -0.2843 -1.0229
H -3.2528 1.0820 -2.5667
H -4.0332 1.5761 -1.0902
H -1.9380 2.5205 -0.2305
H -2.4156 3.1969 -1.7298
H -0.7837 1.1402 -2.4577
H -0.2532 3.7682 -2.7391
H 1.0038 2.4310 -2.6943
H -0.1180 4.0112 -0.3065
H 1.3789 4.4556 -1.0903
H 2.3985 2.3697 -0.5432
H 2.4739 3.7960 1.4851
H 2.4424 2.1437 1.6472
H 0.2821 4.1019 2.3825
H 1.0759 2.9066 3.3820
H -1.1721 2.5860 1.3579
H -1.1998 2.4901 3.1319
H 0.3089 0.6156 2.9633
H -2.0556 0.3772 3.3447
H -1.1660 -1.0189 2.8373
H -2.8607 0.8481 1.1586
H -3.3013 -0.7476 1.5812
H -1.7576 -1.4994 0.1274
H -3.7709 -0.7335 -0.7253
H -2.5424 -0.8921 -1.8893
S 0.6331 -0.7770 -2.6979
C 0.9179 -2.3166 -2.0561
N 0.4535 -2.5786 -0.9104
C 1.0262 -3.7816 -0.4627
C 0.6754 -4.4638 0.7274
C 1.3436 -5.6596 0.9488
C 2.3587 -6.1203 0.1144
C 2.7402 -5.4306 -0.9740
C 1.9597 -4.3473 -1.3172
S 2.0277 -3.4007 -2.7930
H -0.0908 -4.0978 1.4408
H 1.1164 -6.1625 1.8834
H 2.8845 -7.0214 0.4054
H 3.6384 -5.6642 -1.5362
O 5.0260 -0.8492 -1.9443
C 4.3459 -1.6167 -1.4618
```

Löwdin atomic charge list, values in e, 8 entries:
1. Pb 1.225
2. C -0.138
3. C -0.207
4. N -0.175
5. C -0.190
6. C -0.215
7. N -0.165
8. C -0.229

No. 3
This record from the Open Molecules 2025 dataset describes a cluster of 5 separate species, C18H28O12S in total at a distorted geometry. The level of theory is ωB97M-V/def2-TZVPD.

Values from the calculation:
Energy above the lowest of the compared OMol25 structures with the same formula, charge and spin, eV: 0.2273
E_HOMO, eV: -10.17
LUMO level, eV: -0.03
SMILES: O=S1(=O)OCCO1.O=C1CCCO1.O=C1CCCO1.O=C1CCCO1.O=C1CCCO1

The geometry in XYZ format:
```
59
C18H28O12S | the Open Molecules 2025 dataset | ωB97M-V/def2-TZVPD
O 0.0118 -2.2399 1.0057
S -0.2506 -0.9746 0.4442
O -1.5073 -0.3606 0.6839
O 0.9054 0.0558 0.7864
C 1.5863 0.4986 -0.3908
C 0.6260 0.2090 -1.5147
O 0.0219 -1.0491 -1.1281
H 1.8712 1.5484 -0.3156
H 2.5342 -0.0351 -0.5067
H 1.0323 0.1791 -2.5189
H -0.2069 0.9242 -1.5359
O 2.0320 0.2424 -9.5509
C 1.5885 -0.1182 -8.5059
C 1.3898 0.7062 -7.2397
C 0.9174 -0.3103 -6.1882
C 0.8098 -1.6398 -6.9545
O 1.1510 -1.3805 -8.3145
H 2.3666 1.1026 -6.9722
H 0.6782 1.4834 -7.4985
H 1.5805 -0.3410 -5.3271
H -0.0617 -0.0150 -5.8060
H 1.5048 -2.3877 -6.5696
H -0.1919 -2.0582 -6.8775
O 3.7036 -6.6906 4.6400
C 3.0361 -5.8270 4.1560
C 2.5591 -4.5415 4.8201
C 1.5195 -3.9730 3.8378
C 1.3974 -5.0567 2.7597
O 2.5653 -5.8895 2.8982
H 2.1430 -4.8125 5.7873
H 3.3919 -3.8537 4.9249
H 0.5863 -3.6815 4.3096
H 1.9438 -3.0737 3.3879
H 0.5227 -5.6845 2.9359
H 1.4017 -4.6521 1.7542
O 2.9834 4.0979 0.2744
C 1.9223 4.2970 0.8035
C 0.5423 4.0777 0.2391
C -0.4417 4.3451 1.3950
C 0.4664 4.9282 2.4867
O 1.8275 4.7556 2.0652
H 0.3574 4.7030 -0.6330
H 0.4506 3.0566 -0.1366
H -1.1516 5.0907 1.0480
H -0.9453 3.4316 1.6859
H 0.2389 5.9574 2.7525
H 0.3648 4.3426 3.4040
O -4.2592 3.3569 1.5261
C -4.3312 2.2815 2.0434
C -4.5843 0.9539 1.3662
C -4.2580 -0.0996 2.4249
C -4.1314 0.7070 3.7351
O -4.0779 2.0942 3.3552
H -5.5997 0.8562 0.9894
H -3.9176 0.9148 0.5049
H -5.0475 -0.8509 2.4342
H -3.3532 -0.6591 2.2076
H -5.0131 0.5301 4.3486
H -3.2017 0.5280 4.2634
```

Löwdin atomic charge list, values in e, 8 entries:
1. O -0.206
2. S 0.586
3. O -0.220
4. O -0.172
5. C -0.156
6. C -0.148
7. O -0.180
8. H 0.113

No. 4
This record from the Open Molecules 2025 dataset describes a structure of composition C18H29AsN2OS2Y. The level of theory is ωB97M-V/def2-TZVPD.

Values from the calculation:
Total charge: +3
Energy above the lowest of the compared OMol25 structures with the same formula, charge and spin, eV: 0.0000
E_HOMO, eV: -17.16
LUMO level, eV: -9.18

The geometry in XYZ format:
```
54
C18H29AsN2OS2Y | the Open Molecules 2025 dataset | ωB97M-V/def2-TZVPD
Y -0.0365 -0.9560 -0.5881
N -0.4524 -3.0207 -1.7765
C 0.1391 -3.0696 -3.1672
C 1.6586 -3.0057 -3.1802
C 2.2765 -1.6465 -2.8923
N 2.1699 -1.2701 -1.4499
H -0.0530 -3.8020 -1.2489
H -1.4385 -3.2765 -1.8629
H -0.2879 -2.2375 -3.7333
H -0.1965 -3.9897 -3.6455
H 1.9746 -3.2980 -4.1838
H 2.0819 -3.7740 -2.5241
H 1.7713 -0.8644 -3.4657
H 3.3251 -1.6371 -3.1916
H 2.7122 -0.4162 -1.3061
H 2.6474 -1.9742 -0.8831
O 1.0086 -1.4727 1.2361
S 1.4469 -0.3867 2.2936
C 1.2689 -1.1125 3.8717
C 2.2216 -0.7137 4.8050
C 2.1339 -1.2174 6.0953
C 1.1275 -2.1138 6.4177
C 0.1939 -2.5210 5.4639
C 0.2525 -2.0160 4.1805
C 0.0712 0.7325 2.0654
C -1.2050 0.2171 1.7928
C -2.2642 1.0949 1.5978
C -2.0431 2.4692 1.6848
C -0.7779 2.9631 1.9626
C 0.2967 2.0953 2.1487
H 3.0204 -0.0352 4.5341
H 2.8585 -0.9225 6.8409
H 1.0699 -2.5142 7.4208
H -0.5722 -3.2340 5.7338
H -0.4573 -2.3403 3.4317
H -1.3919 -0.8533 1.8846
H -3.2661 0.7160 1.4399
H -2.8749 3.1528 1.5748
H -0.6216 4.0296 2.0535
H 1.2848 2.4830 2.3604
C -1.1289 4.3786 -2.2551
As -1.2193 2.5758 -2.8930
C -0.7005 2.4889 -4.7341
C -3.0092 1.9198 -2.6634
S 0.1920 1.4009 -1.7348
H -1.7439 5.0047 -2.9023
H -0.0958 4.7214 -2.2780
H -1.5105 4.4063 -1.2360
H -1.3285 3.1661 -5.3137
H -0.8262 1.4693 -5.0941
H 0.3429 2.7898 -4.8165
H -3.7060 2.6095 -3.1417
H -3.2303 1.8666 -1.5987
H -3.1086 0.9403 -3.1295
```

Löwdin atomic charge list, values in e, 8 entries:
1. Y 1.365
2. N -0.079
3. C -0.205
4. C -0.171
5. C -0.216
6. N -0.082
7. H 0.115
8. H 0.112

Copy entry 1 word for word.
This record from the Open Molecules 2025 dataset describes a structure of composition C18H28N4OS2 at a distorted geometry. The level of theory is ωB97M-V/def2-TZVPD.

Values from the calculation:
Energy above the lowest of the compared OMol25 structures with the same formula, charge and spin, eV: 0.0000
E_HOMO, eV: -8.02
LUMO level, eV: 0.33

The geometry in XYZ format:
```
53
C18H28N4OS2 | the Open Molecules 2025 dataset | ωB97M-V/def2-TZVPD
C -2.6300 -4.9599 -1.1104
C -2.8859 -4.7121 0.2512
H -2.0516 -4.8575 0.8886
H -3.8769 -5.2845 0.5231
S -3.4245 -3.1246 0.4069
C -1.9146 -2.3246 0.6696
N -0.9028 -3.1551 0.6274
C 0.3345 -2.3856 0.3764
C 0.4809 -1.0012 0.5876
C -0.6343 -0.3495 0.8777
N -1.9026 -0.7311 0.8496
N -0.7988 1.1056 1.0843
H 0.1882 1.3430 1.0089
C -1.9082 1.8323 1.3516
H -1.7280 2.6548 1.7215
H -2.7001 1.1102 2.0213
C -2.5378 1.8670 0.0010
N -3.8573 2.6994 0.1896
C -4.6800 2.5420 -0.9872
H -5.7476 2.9979 -0.5856
H -4.4978 2.7279 -2.0210
H -5.0907 1.4582 -0.7608
C -3.6227 4.2952 0.2736
H -3.0059 4.4441 1.2185
H -4.5741 4.8320 0.1813
H -3.1113 4.6442 -0.7114
H -2.7723 0.8771 -0.5126
H -1.8217 2.7330 -0.7292
C 1.8373 -0.6991 0.7540
C 2.7586 -1.7782 0.5491
S 1.8773 -3.1380 0.2678
C 4.1793 -1.6880 0.2794
O 4.7191 -0.3517 0.7914
C 3.9481 0.6013 0.2395
C 4.6594 1.8660 0.8847
H 4.8187 1.9919 1.9921
H 5.7214 2.0177 0.2974
H 4.1471 2.8715 0.9472
C 4.0528 0.8920 -1.2627
C 2.9243 0.2460 -2.0425
H 2.1066 0.3548 -1.7415
H 2.9561 -0.8877 -1.7876
H 3.1290 0.3132 -3.1535
H 3.9614 1.7701 -1.4967
H 4.9664 0.5691 -1.6285
C 2.6653 0.6443 0.7461
H 2.5760 0.9074 1.8520
H 2.0718 1.2895 0.2134
H 4.5885 -1.8484 -0.7065
H 4.5366 -2.2950 1.1652
H -1.7549 -4.3605 -1.5047
H -3.4664 -4.6067 -1.9029
H -2.3059 -5.9600 -1.4438
```

Löwdin atomic charge list, values in e, 8 entries:
1. C -0.259
2. C -0.670
3. H 0.063
4. H 0.122
5. S 0.987
6. C -0.538
7. N 0.014
8. C -0.402

Q: The highest E_HOMO belongs to which entry?
A: C18H28N4OS2